The following is a DFT calculation (ωB97M-V/def2-TZVPD) of a single C2H5N3O3 molecule in a non-equilibrium geometry.

Cartesian coordinates (Å):
N -1.873 -0.430 0.889
C -1.624 0.436 -0.128
O -2.051 1.540 -0.303
N -0.801 -0.156 -1.119
O 0.073 -1.163 -0.641
C 1.228 -0.665 -0.111
N 1.635 0.517 -0.263
O 2.845 0.768 0.337
H -1.518 -1.392 0.851
H -2.500 -0.206 1.643
H -0.264 0.512 -1.644
H 1.819 -1.426 0.431
H 3.032 1.665 0.058

The total energy comes out at -12765.0820 eV. The calculation puts the LUMO energy at 0.8 eV. For the orbital gap, the calculation gives 10.60 eV. Its SMILES is NC(=O)NO/C=N/O. As for the relative energy (zero: lowest compared OMol25 entry of this formula, charge and spin): 58.09 kcal/mol.



The following is a DFT calculation (ωB97M-V/def2-TZVPD) of a single C2H5N3OS molecule in a non-equilibrium geometry.

Cartesian coordinates (Å):
H 0.638 0.351 -3.047
N 0.494 0.917 -2.160
C 0.100 0.329 -1.128
N -0.275 -1.031 -1.121
N -1.081 -1.730 -0.236
S -0.209 1.169 0.478
C 0.603 -0.056 1.356
O 0.813 -0.113 2.593
H 0.100 -1.494 -2.030
H -2.032 -1.647 -0.572
H -0.940 -2.703 -0.250
H 0.884 -1.028 0.757

The total energy comes out at -19505.5905 eV. The calculation puts the LUMO energy at 0.5 eV. For the orbital gap, the calculation gives 9.81 eV. Its SMILES is [H]/N=C(\NN)SC=O. As for the relative energy (zero: lowest compared OMol25 entry of this formula, charge and spin): 77.48 kcal/mol.



The following is a DFT calculation (ωB97M-V/def2-TZVPD) of a single C2H5N3OS molecule in a non-equilibrium geometry.

Cartesian coordinates (Å):
H -0.478 -3.031 -0.513
N 0.278 -2.258 -0.609
C 0.303 -1.042 -0.179
N -0.654 -0.356 0.717
O -1.350 0.838 0.516
C -0.421 1.763 0.289
S 0.610 1.235 -1.197
N 1.340 -0.130 -0.498
H -1.385 -0.920 1.299
H 0.506 1.922 1.052
H -1.011 2.750 0.026
H 2.262 -0.771 -0.904

The total energy comes out at -19503.2203 eV. The calculation puts the LUMO energy at 0.8 eV. For the orbital gap, the calculation gives 9.24 eV. Its SMILES is [H]/N=C1\NOCSN1. As for the relative energy (zero: lowest compared OMol25 entry of this formula, charge and spin): 132.14 kcal/mol.



The following is a DFT calculation (ωB97M-V/def2-TZVPD) of a single C2H5N3OS molecule in a non-equilibrium geometry.

Cartesian coordinates (Å):
N -1.694 -0.993 -0.081
N -0.333 -1.041 -0.029
C 0.139 0.174 0.003
N -0.539 1.388 -0.005
C 1.629 0.421 0.078
O 2.055 1.532 0.033
S 2.668 -0.978 -0.070
H -2.206 -0.329 0.578
H -2.108 -1.898 0.049
H 0.128 2.106 -0.382
H -1.482 1.475 -0.469
H 1.742 -1.859 0.295

The total energy comes out at -19507.1416 eV. The calculation puts the LUMO energy at 0.4 eV. For the orbital gap, the calculation gives 9.01 eV. Its SMILES is N/N=C(\N)C(=O)S. As for the relative energy (zero: lowest compared OMol25 entry of this formula, charge and spin): 41.71 kcal/mol.



The following is a DFT calculation (ωB97M-V/def2-TZVPD) of a single C2H5N3OS molecule in a non-equilibrium geometry.

Cartesian coordinates (Å):
H -3.411 -0.947 1.066
N -2.848 -0.697 0.231
C -1.694 -0.552 0.655
N -0.717 -0.173 -0.291
C 0.538 0.194 0.014
S 1.154 0.081 1.537
N 1.343 0.500 -1.078
O 0.859 0.420 -2.330
H -1.250 -0.469 1.636
H -0.918 -0.038 -1.269
H 2.337 0.217 -0.970
H 0.393 1.321 -2.453

The total energy comes out at -19506.1623 eV. The calculation puts the LUMO energy at 0.4 eV. For the orbital gap, the calculation gives 9.11 eV. Its SMILES is [H]/N=C/NC(=S)NO. As for the relative energy (zero: lowest compared OMol25 entry of this formula, charge and spin): 64.29 kcal/mol.



The following is a DFT calculation (ωB97M-V/def2-TZVPD) of a single C2H5N3S molecule in a non-equilibrium geometry.

Cartesian coordinates (Å):
C -0.149 1.839 1.380
N -0.916 1.401 0.439
N -0.509 0.351 -0.328
C 0.253 -0.691 0.088
N 0.595 -1.740 -0.581
S 0.367 -1.759 -2.263
H 0.793 1.378 1.711
H -0.533 2.706 1.917
H -1.248 0.119 -0.974
H 0.551 -0.597 1.117
H 0.798 -3.006 -2.506

The total energy comes out at -17458.3363 eV. The calculation puts the LUMO energy at 0.8 eV. For the orbital gap, the calculation gives 9.17 eV. Its SMILES is C=NN/C=N\S. As for the relative energy (zero: lowest compared OMol25 entry of this formula, charge and spin): 64.01 kcal/mol.



The following is a DFT calculation (ωB97M-V/def2-TZVPD) of a 2-piece molecular cluster, C2H5N3S overall in a non-equilibrium geometry.

Cartesian coordinates (Å):
C 0.819 -0.504 -0.058
C -2.660 0.023 0.063
H 4.149 0.677 1.330
H 0.949 -1.561 0.004
H -0.251 1.238 -0.822
H -3.551 -0.636 0.253
H -2.689 1.161 -0.244
N 1.764 0.329 0.300
N -0.358 0.133 -0.582
N -1.512 -0.620 0.007
S 3.340 -0.239 -0.249

The total energy comes out at -17454.6448 eV. The calculation puts the LUMO energy at -0.6 eV. For the orbital gap, the calculation gives 7.71 eV. As for the relative energy (zero: lowest compared OMol25 entry of this formula, charge and spin): 149.14 kcal/mol.



The following is a DFT calculation (ωB97M-V/def2-TZVPD) of a single C2H5N3S molecule in a non-equilibrium geometry.

Cartesian coordinates (Å):
H 1.039 1.870 0.603
N 0.375 1.568 1.260
C -0.201 0.475 0.903
N -1.082 -0.149 1.780
C -0.120 -0.223 -0.473
N -1.321 -0.747 -0.824
S 1.283 -0.335 -1.341
H -1.106 0.322 2.669
H -0.970 -1.163 1.972
H -2.031 -0.792 -0.120
H -1.340 -1.106 -1.758

The total energy comes out at -17460.5661 eV. The calculation puts the LUMO energy at 0.1 eV. For the orbital gap, the calculation gives 8.88 eV. Its SMILES is [H]/N=C(/N)C(N)=S. As for the relative energy (zero: lowest compared OMol25 entry of this formula, charge and spin): 12.59 kcal/mol.